ORCA calculation (the ωB97M-V functional and the def2-TZVPD basis) on C24H25Cl2MoN4O2S2 as an isolated structure at a distorted geometry.

XYZ file:
```
60
Properties=species:S:1:pos:R:3:forces:R:3:lowdin_spin:R:1
Mo -0.1370 0.7097 0.1438 0.1 -0.2 -1.0 0.968
Cl 2.8759 3.8312 1.0385 -0.1 0.0 0.1 0.003
Cl 0.8515 4.9697 -0.7578 -0.1 0.0 0.1 0.006
S -1.8208 1.4757 -1.4009 -0.2 -0.1 0.3 0.235
S 1.2536 1.2390 -1.8729 0.4 0.2 0.1 0.220
O -0.7117 2.4893 0.9933 0.3 0.3 -0.1 0.044
O 0.2391 3.9499 2.4155 -0.6 0.0 0.0 -0.001
N 1.3807 -0.9336 0.7132 0.1 0.0 0.1 0.003
N -0.1190 -1.2376 -1.3632 -0.2 -0.1 0.1 0.011
N -1.4339 -0.7136 1.0307 -0.5 -0.4 0.4 0.004
N 0.4821 0.7548 2.4281 0.1 0.0 0.0 0.009
C 1.3778 0.8941 5.0415 0.0 0.0 0.0 0.003
C 0.6246 -2.0254 1.4015 0.0 0.1 0.1 0.004
C 0.1138 1.3440 4.7052 0.0 0.0 0.0 0.000
C 0.1552 -3.3491 -3.1397 0.0 0.0 0.0 0.002
C 1.2819 3.6255 0.3114 0.0 0.3 -0.1 0.032
C -0.8824 -1.8765 1.4146 0.0 0.1 0.0 0.014
C 0.2053 1.6332 -3.1411 -0.2 0.0 -0.1 0.162
C -3.5990 -1.5822 1.5448 0.0 -0.1 0.0 -0.002
C -1.6587 -2.9360 1.8547 0.0 0.0 0.0 -0.002
C 0.1827 3.3945 1.3501 0.5 -0.1 0.3 0.011
C 1.2046 -2.9847 -2.3089 0.0 0.0 -0.1 0.000
C 0.8055 1.9016 -4.4893 0.0 0.0 0.0 0.015
C 2.0750 -1.4679 -0.4747 -0.2 -0.1 0.0 0.002
C -2.7698 -0.5761 1.0989 0.1 0.0 0.0 0.015
C -1.1396 -1.6207 -2.1330 0.0 0.0 -0.1 0.006
C -1.0426 -2.6632 -3.0387 0.0 0.0 0.0 0.001
C -1.1600 1.7558 -2.9288 0.2 0.0 -0.1 0.139
C -3.0325 -2.7902 1.9237 0.0 0.0 0.0 0.015
C 1.0265 -1.9271 -1.4396 0.0 0.1 0.0 0.007
C -2.0820 2.1820 -4.0349 0.0 0.0 0.0 0.009
C 2.4013 -0.3540 1.6213 0.0 0.0 -0.1 0.004
C -0.2955 1.2675 3.3867 0.0 0.1 0.0 0.003
C 2.1797 0.3414 4.0530 0.0 0.0 0.0 0.000
C 1.6871 0.2841 2.7661 -0.1 0.0 0.0 0.005
H 1.7354 0.9610 6.0602 0.0 0.0 0.0 0.000
H -1.1825 -3.8640 2.1435 0.0 0.0 0.0 0.000
H -1.8969 -2.9281 -3.6451 0.0 0.0 0.0 0.000
H 0.9488 -2.0695 2.4436 0.0 0.0 0.0 0.001
H -3.6514 -3.6075 2.2689 0.0 0.0 0.0 0.001
H 0.7236 2.9639 -4.7328 0.0 0.0 0.0 0.006
H -0.5468 1.7746 5.4433 0.0 0.0 0.0 0.000
H -2.0594 -1.0612 -2.0231 0.0 0.0 0.0 0.006
H -1.2494 1.6619 3.0698 0.0 0.0 0.0 0.000
H -1.7479 3.1265 -4.4683 0.0 0.0 0.0 0.004
H 2.7439 -2.2896 -0.1981 0.0 0.0 0.0 0.000
H -2.0922 1.4409 -4.8379 0.0 0.0 0.0 0.004
H 1.8573 1.6288 -4.5142 0.0 0.0 0.0 0.001
H 3.0954 -1.1271 1.9661 0.0 0.0 0.0 0.000
H 0.2686 -4.1674 -3.8382 0.0 0.0 0.0 0.000
H -3.0973 2.3090 -3.6676 0.0 0.0 0.0 0.001
H 2.6750 -0.6716 -0.9138 0.0 0.0 0.0 0.002
H 3.1662 -0.0417 4.2763 0.0 0.0 0.0 0.000
H 0.8814 -2.9898 0.9598 0.0 0.0 0.0 0.001
H 2.1486 -3.5126 -2.3319 0.0 0.0 0.0 0.000
H -4.6667 -1.4225 1.5869 0.0 0.0 0.0 0.000
H 1.3472 2.7606 -0.3283 0.1 0.1 -0.1 0.020
H -3.1602 0.3804 0.7779 0.0 0.0 0.0 0.001
H 2.9647 0.3931 1.0559 0.0 0.0 0.0 0.002
H 0.2756 1.3471 -5.2660 0.0 0.0 0.0 0.004
```
Forces are in eV/Å.

Its energy above the lowest of the compared OMol25 structures with the same formula, charge and spin is 41.9 kcal/mol. The multiplicity is 3. The expectation value of S² is 2.07. For the orbital gap (alpha / beta), the calculation gives 7.21 / 5.87 eV. The total charge is +1. The value obtained for the HOMO energy (alpha / beta) is -10.0 / -10.1 eV.

***

ORCA calculation (the ωB97M-V functional and the def2-TZVPD basis) on C24H25Cl5O3PPtTe as an isolated structure.

XYZ file:
```
60
Properties=species:S:1:pos:R:3:forces:R:3:lowdin_spin:R:1
Pt 0.5124 -0.2332 -1.8542 0.0 0.1 0.2 1.332
Te 0.4795 -0.7852 0.8715 -0.2 0.0 0.1 0.809
Cl 2.1426 -6.4688 -3.2320 0.0 -0.2 0.0 0.055
Cl 4.2009 -4.2318 -2.6260 0.3 0.0 0.0 0.172
Cl -1.7470 -2.8380 -2.6518 -0.2 0.0 0.0 0.160
Cl -0.9128 -5.7833 -3.2472 0.0 0.0 0.0 0.000
Cl 3.1938 -1.2642 -1.9376 0.1 0.0 0.0 0.120
P 0.2556 2.1124 -1.4499 0.0 -0.3 0.2 0.067
O 0.8115 3.1040 -2.4889 0.2 0.0 -0.2 0.025
O -1.2273 2.5804 -1.2380 -0.2 0.1 -0.1 0.019
O 1.0854 2.3225 -0.1293 0.1 0.1 0.0 0.015
C -0.4498 5.0780 -3.2358 0.0 0.0 0.0 0.001
C -2.2456 1.9140 -0.4483 0.0 0.0 0.1 0.014
C -2.1020 -2.3041 0.9508 -0.1 -0.1 0.0 0.021
C 2.5851 -3.8910 -2.6067 -0.3 0.0 0.0 0.223
C -0.9503 -4.8556 0.8853 0.0 0.0 0.0 0.003
C -2.9048 -3.4377 0.9946 0.0 0.0 0.0 0.008
C 1.4131 -0.9872 5.0957 0.1 -0.1 0.0 0.012
C 0.6256 -0.3970 2.9612 0.1 0.1 -0.6 0.173
C 2.1238 -2.5857 -2.3095 0.2 0.0 0.0 0.047
C -0.2268 0.7737 4.8186 0.0 0.0 0.0 0.010
C -3.1173 2.9599 0.1979 0.0 0.0 0.0 0.003
C 3.0241 3.8294 -0.1610 0.0 0.0 0.0 0.000
C 1.6039 -4.9200 -2.8962 0.2 0.3 0.1 0.072
C -2.3306 -4.7036 0.9590 0.0 0.0 0.0 0.003
C 1.6027 3.6576 0.2995 -0.1 0.0 0.0 0.000
C -0.1331 -3.2786 -2.6093 0.3 0.2 0.0 0.224
C -0.7259 -2.4807 0.8761 0.2 -0.1 0.0 0.070
C -0.1285 -3.7373 0.8423 -0.1 -0.1 -0.1 0.021
C -0.1990 0.6095 3.4381 0.1 0.1 0.3 0.044
C 1.4612 -1.1939 3.7229 -0.1 0.0 0.3 0.035
C 0.8185 -2.2461 -2.2984 -0.6 -0.2 -0.1 0.183
C 0.2550 -4.6076 -2.8965 -0.1 0.1 0.0 0.000
C 0.1251 3.7528 -3.6450 0.1 -0.1 0.0 0.001
C 0.5813 -0.0102 5.6350 0.0 0.0 -0.1 0.021
H 2.1150 -1.9447 3.3011 0.0 0.0 0.0 0.005
H -1.2146 4.9731 -2.4685 0.0 0.0 0.0 0.000
H -0.6191 3.0563 -4.0276 -0.1 0.0 0.1 0.000
H -3.6636 3.5219 -0.5576 0.0 0.0 0.0 0.001
H -2.5163 3.6565 0.7822 0.0 0.0 0.0 0.000
H 0.5770 0.1546 6.7040 0.0 0.0 0.0 0.001
H 0.3299 5.7522 -2.8837 0.0 0.0 0.0 0.000
H -2.9641 -5.5799 0.9992 0.0 0.0 0.0 0.000
H 0.9193 3.8600 -4.3765 0.0 0.0 0.0 0.000
H -0.9086 5.5298 -4.1168 0.0 0.0 0.0 0.000
H 0.9352 4.4201 -0.0987 0.0 0.0 0.0 0.000
H -2.8116 1.2672 -1.1192 0.0 0.0 0.0 0.001
H -3.8448 2.4818 0.8548 0.0 0.0 0.0 0.000
H -0.8790 1.5229 5.2476 0.0 0.0 0.0 0.001
H 1.5129 3.6428 1.3818 0.0 -0.1 0.0 0.000
H 3.4483 4.7064 0.3293 0.0 0.0 0.0 0.000
H -3.9789 -3.3282 1.0647 0.0 0.0 0.0 0.000
H 3.0842 3.9790 -1.2374 0.0 0.0 0.0 0.000
H -0.5105 -5.8446 0.8798 0.0 0.0 0.0 0.000
H 0.9485 -3.8578 0.8015 0.0 0.0 0.0 0.005
H 2.0327 -1.5962 5.7408 0.0 0.0 0.0 0.001
H -1.7616 1.2897 0.3146 0.1 0.0 0.0 0.013
H -0.8042 1.2373 2.7970 0.0 0.0 0.0 0.005
H 3.6301 2.9667 0.1173 0.0 0.0 0.0 0.000
H -2.5568 -1.3204 0.9834 0.0 0.0 0.0 0.003
```
Forces are in eV/Å.

The multiplicity is 5. The expectation value of S² is 6.04. For the orbital gap (alpha / beta), the calculation gives 8.53 / 5.32 eV. The total charge is +3. The value obtained for the HOMO energy (alpha / beta) is -17.8 / -17.8 eV.

***

ORCA calculation (the ωB97M-V functional and the def2-TZVPD basis) on C24H25ClF5GeIN4O6TeTi as an isolated structure at a distorted geometry.

XYZ file:
```
69
Properties=species:S:1:pos:R:3:forces:R:3:lowdin_charge:R:1
I 2.5752 1.6127 -5.2802 0.0 0.0 0.0 0.825
Te 1.6331 -1.2292 0.6290 2.0 -0.9 -1.1 1.975
Ge -0.7849 0.7787 2.8754 0.0 -0.2 -0.4 0.784
Ti -0.1074 0.3478 -1.0123 0.0 0.1 0.1 0.979
Cl -3.6734 -4.4907 -1.1827 0.0 0.0 0.0 0.846
F 3.1295 -1.8588 -0.3096 0.3 -0.1 -0.1 -0.411
F 1.9609 0.0262 -1.1015 -0.4 0.3 0.1 -0.479
F 2.2008 -2.6861 1.6585 -0.3 -0.8 1.0 -0.451
F 0.8218 -2.0590 -1.0971 -0.5 -0.2 0.4 -0.498
F 2.8871 -0.1403 1.4913 0.3 0.4 0.5 -0.434
O -5.0538 -0.7291 -3.5895 -0.3 -0.8 0.0 0.133
O -1.6592 1.3009 -1.6040 -1.0 -0.1 -0.5 -0.116
O -3.4736 1.0845 -2.8894 0.1 0.4 0.1 0.116
O 0.6440 1.1587 0.4508 -0.9 0.7 0.7 -0.501
O -5.4530 -2.8402 -3.0559 0.1 -0.2 0.1 0.089
O -0.0199 -0.3043 -2.9496 0.0 0.1 -0.9 -0.101
N -1.7421 -1.2135 -0.8735 -0.3 0.2 -0.4 0.085
N 0.8244 2.3114 -2.0495 -0.1 0.0 0.0 0.191
N 1.8620 -1.3062 -3.5993 0.2 0.0 0.0 0.218
N -1.9886 -2.5103 -0.6539 0.3 -0.4 0.1 -0.042
C 3.2341 3.1053 0.2224 0.1 0.0 0.1 -0.005
C 1.4615 3.0284 -1.4184 0.4 0.2 0.0 -0.086
C -1.2838 -3.2721 0.3439 -0.3 0.2 0.0 -0.256
C 0.0693 -0.6438 3.9233 0.3 -0.3 -0.1 -0.209
C 4.0942 3.8220 1.0378 0.0 0.0 0.0 -0.052
C -0.5758 -4.4037 -0.0113 0.1 -0.1 0.0 -0.043
C 0.8557 0.3703 -5.0584 0.0 0.0 -0.1 -0.531
C 2.3050 5.1953 -0.6024 0.0 0.1 0.0 -0.023
C 0.0180 -5.1550 0.9887 0.0 0.0 0.1 -0.054
C -2.6802 0.8377 3.2939 -0.2 0.0 0.1 -0.214
C 2.3493 3.8058 -0.5945 -0.3 -0.2 -0.2 -0.196
C -3.0749 -2.9167 -1.3522 -0.1 0.0 0.2 -0.557
C -0.1004 -4.7718 2.3206 0.0 0.0 -0.1 -0.066
C -0.8070 -3.6281 2.6571 0.0 -0.1 0.0 -0.079
C -1.4044 -2.8674 1.6617 -0.1 0.0 0.1 -0.027
C -2.6400 0.6279 -2.1258 0.5 0.2 0.2 -0.482
C 3.1749 5.8976 0.2141 0.0 0.0 0.0 -0.070
C 0.8968 -0.4314 -3.7920 -0.2 -0.2 0.5 -0.592
C -2.6848 -0.8048 -1.7106 -0.1 0.3 -0.1 -0.116
C 4.0676 5.2113 1.0292 0.0 0.0 0.0 -0.066
C -3.5678 -1.8364 -2.0606 -0.1 -0.2 0.0 -0.024
C 0.0696 2.4343 3.4400 0.1 0.1 0.1 -0.206
C -4.7778 -1.8517 -2.9430 -0.1 0.2 -0.2 -0.497
C -0.6799 0.9493 0.8980 1.0 0.2 0.4 -0.425
H 1.1299 2.4101 3.1818 0.0 0.0 0.0 0.023
H -0.8903 -3.3242 3.6919 0.0 -0.1 -0.1 0.096
H -0.6699 -1.3777 4.2510 0.1 0.2 0.0 0.003
H 1.5976 5.7112 -1.2378 0.0 0.0 0.0 0.121
H 0.8992 -1.1931 3.4567 -0.2 0.2 0.1 -0.006
H 3.2256 2.0229 0.2227 0.0 0.0 0.0 0.103
H 4.7485 5.7660 1.6630 0.0 0.0 0.0 0.107
H 4.7824 3.2916 1.6827 0.0 0.0 0.0 0.112
H -0.3857 3.3026 2.9616 0.0 0.0 0.0 0.027
H -2.8281 0.9667 4.3682 0.0 0.0 -0.1 0.024
H 3.1530 6.9789 0.2197 0.0 0.0 0.0 0.107
H 1.9077 -1.7391 -2.6778 0.0 0.0 -0.1 0.094
H 0.4824 -0.1443 4.8024 0.0 -0.1 0.0 0.027
H -0.0176 1.0099 -5.0463 0.0 0.0 0.0 0.062
H -0.4808 -4.6774 -1.0537 0.0 0.0 0.0 0.125
H -3.1302 1.6898 2.7806 0.0 0.0 0.0 0.025
H 0.8511 -0.2805 -5.9275 -0.1 0.0 0.0 0.056
H -3.2021 -0.0670 2.9772 0.0 0.0 0.0 0.013
H 2.6591 -1.3368 -4.2130 0.0 0.0 0.0 0.110
H -1.2487 1.8770 0.7661 -0.2 0.0 -0.2 0.053
H 0.5882 -6.0359 0.7252 0.0 0.0 0.0 0.113
H 0.3727 -5.3594 3.0965 0.0 0.0 0.0 0.113
H -4.4337 -0.0019 -3.3321 0.1 0.4 -0.1 0.030
H -0.0258 2.5404 4.5232 0.0 0.1 0.0 0.023
H -1.9866 -1.9854 1.8993 0.0 0.0 0.0 0.109
```
Forces are in eV/Å.

Its energy above the lowest of the compared OMol25 structures with the same formula, charge and spin is 53.3 kcal/mol. For the orbital gap, the calculation gives 8.13 eV. The value obtained for the HOMO energy is -8.7 eV.

***

ORCA calculation (the ωB97M-V functional and the def2-TZVPD basis) on one molecule with the formula C24H25FN2O2.

XYZ file:
```
54
Properties=species:S:1:pos:R:3:forces:R:3:lowdin_charge:R:1
F 5.5978 -4.0108 6.3294 0.0 0.0 -0.1 0.039
O -1.4324 -0.5440 -4.1305 -0.1 -0.1 -0.3 0.129
O 0.2382 -1.8764 -4.6956 -0.2 0.3 0.3 0.112
N 2.9137 -1.6343 2.1446 -0.2 0.2 -0.4 -0.105
N 1.6982 -0.3936 -0.2022 -0.1 0.1 0.1 -0.176
C 4.7132 -4.1476 4.1408 0.1 0.1 0.4 -0.014
C 3.8325 -1.5299 4.3720 0.0 0.0 -0.2 -0.025
C 2.8319 -0.1976 2.0074 -0.1 0.2 -0.1 -0.147
C 1.2332 -1.6336 0.3975 0.0 -0.3 -0.1 -0.163
C -1.9940 0.3466 -3.2826 -0.3 0.6 0.6 -0.176
C -3.2651 2.2153 -1.6507 0.0 0.0 0.0 -0.164
C 2.8274 0.1672 0.5196 0.3 0.0 0.2 -0.149
C 4.5061 -2.1207 5.4216 0.2 -0.3 0.1 -0.015
C -3.2252 0.8792 -3.6464 0.3 -0.2 0.0 0.061
C -0.1013 0.1455 -1.7671 0.3 -0.4 -0.4 -0.118
C -2.0438 1.6793 -1.2899 0.1 -0.2 -0.2 0.033
C -5.9491 3.0603 -2.1773 0.1 0.2 -0.2 -0.197
C -5.1829 2.3754 -3.3032 -0.2 0.1 0.1 -0.146
C 2.3864 -2.3979 1.0359 -0.1 0.0 -0.1 -0.148
C -1.3802 0.7369 -2.0804 -0.4 0.0 -0.4 -0.097
C -3.8701 1.8055 -2.8461 0.3 -0.1 0.0 -0.156
C 4.0484 -3.5495 3.0893 -0.1 0.2 -0.1 -0.022
C 0.4488 -0.7126 -2.6524 -0.1 0.3 0.4 0.071
C 3.5913 -2.2270 3.1791 0.2 -0.2 0.3 -0.231
C 0.6082 0.5101 -0.4884 0.1 -0.1 0.0 -0.144
C -5.0167 4.0106 -1.4374 -0.1 -0.2 0.2 -0.199
C -0.2067 -1.1014 -3.8853 0.3 -0.4 -0.3 -0.441
C -3.9316 3.2045 -0.7332 -0.1 0.2 0.0 -0.151
C 4.9398 -3.4268 5.2975 0.0 0.0 -0.1 -0.291
H 4.6879 -1.5794 6.3367 0.0 0.0 0.1 0.117
H -4.3807 2.6513 0.0986 0.0 0.1 0.1 0.125
H -3.6668 0.5541 -4.5758 -0.1 -0.1 -0.1 0.133
H 3.9010 -4.1157 2.1844 0.0 0.0 -0.1 0.100
H -1.5895 2.0103 -0.3683 0.1 0.0 0.1 0.115
H -4.9769 3.1054 -4.0931 -0.1 0.0 0.0 0.128
H 0.4679 -1.4437 1.1720 0.0 0.0 -0.1 0.131
H -5.5708 4.6001 -0.7051 0.0 0.1 0.0 0.110
H 0.7702 -2.2479 -0.3798 0.0 0.0 0.1 0.122
H 2.0059 -3.3518 1.4104 0.0 0.0 -0.1 0.126
H 1.4161 -1.1514 -2.4716 0.0 -0.1 0.0 0.126
H 1.0036 1.5238 -0.6104 -0.1 0.0 0.1 0.140
H -3.1790 3.8721 -0.3075 0.0 0.0 0.0 0.117
H 3.1531 -2.6030 0.2750 0.0 -0.1 0.0 0.132
H 1.9249 0.1978 2.4903 0.1 0.1 0.0 0.128
H 3.7012 0.2664 2.4806 -0.1 0.0 0.0 0.121
H 5.0650 -5.1644 4.0648 0.0 -0.1 0.0 0.118
H 3.4747 -0.5201 4.4920 -0.1 0.1 0.0 0.101
H 3.7485 -0.2195 0.0673 0.0 0.1 0.1 0.126
H 2.8371 1.2530 0.4088 0.0 0.0 0.0 0.120
H -6.3307 2.3113 -1.4803 -0.1 0.0 0.0 0.119
H -4.5605 4.7002 -2.1507 0.0 0.1 0.0 0.119
H -5.7871 1.5827 -3.7492 0.0 0.0 -0.1 0.120
H -0.1293 0.5336 0.3345 0.1 0.1 -0.1 0.127
H -6.8017 3.6022 -2.5894 0.0 -0.1 0.0 0.110
```
Forces are in eV/Å.

Its energy above the lowest of the compared OMol25 structures with the same formula, charge and spin is 2.4 kcal/mol. For the orbital gap, the calculation gives 7.71 eV. As for the SMILES: O=c1cc(CN2CCN(c3ccc(F)cc3)CC2)c2cc3c(cc2o1)CCCC3. The value obtained for the HOMO energy is -7.7 eV.